(1)
5 unconnected molecules or ions with the total composition CH12NO4 in a non-equilibrium geometry, computed with ωB97M-V/def2-TZVPD.

CARTESIAN COORDINATES (ANGSTROEM)
C 0.95 -1.67 1.84
N 0.61 -1.48 0.65
H 1.55 -2.50 2.18
H 0.68 -0.96 2.61
H 0.09 -0.66 0.33
H 0.83 -2.15 -0.07
H -2.22 -0.41 -4.28
H -1.58 -1.78 -4.05
O -1.94 -1.01 -3.59
H -0.56 -0.79 -2.46
H 0.79 -0.06 -2.30
O 0.18 -0.64 -1.84
H 1.95 1.59 1.00
H 0.56 1.89 1.40
O 1.18 1.13 1.39
H -0.59 3.76 2.13
H -1.59 2.88 2.87
O -0.90 2.85 2.20

Computed properties:
max |F|: 1.47 eV/Å
ΔE to the lowest compared entry with this formula, charge and spin: 9.6 kcal/mol
multiplicity: 1
E_tot: -10905.351 eV
E_LUMO: -4.16 eV
HOMO level: -14.8 eV
net charge: +1

(2)
9 unconnected molecules or ions with the total composition C18H45IN12O18 in a non-equilibrium geometry, computed with ωB97M-V/def2-TZVPD.

CARTESIAN COORDINATES (ANGSTROEM)
C 6.38 1.03 -0.27
C 5.59 -0.28 -0.47
C 4.24 0.07 -1.09
N 3.48 -1.15 -1.44
C 2.20 -0.83 -2.01
C 1.20 -1.99 -1.79
C 0.05 -1.58 -0.86
C -1.19 -1.04 -1.63
C -2.43 -1.76 -1.11
N -3.66 -1.23 -1.69
C -4.02 0.03 -1.16
N -3.75 0.38 0.02
N -4.68 0.89 -2.07
O 2.29 -0.61 -3.45
C 2.45 0.66 -3.85
O 3.28 0.97 -4.65
I 1.11 2.18 -3.18
H 5.69 1.87 -0.35
H 7.11 1.17 -1.06
H 6.84 1.09 0.71
H 5.49 -0.84 0.45
H 6.09 -0.91 -1.20
H 4.48 0.61 -2.02
H 3.65 0.75 -0.48
H 4.04 -1.64 -2.13
H 1.81 0.02 -1.47
H 0.75 -2.21 -2.76
H 1.71 -2.89 -1.47
H -0.26 -2.47 -0.32
H 0.37 -0.84 -0.12
H -1.30 0.02 -1.44
H -1.08 -1.20 -2.70
H -2.40 -1.69 -0.02
H -2.31 -2.82 -1.35
H -4.40 -1.89 -1.46
H -4.07 1.33 0.17
H -4.85 0.31 -2.89
H -5.59 1.10 -1.67
C -2.47 2.66 3.12
N -3.61 3.42 2.53
O -4.20 2.91 1.60
O -3.86 4.51 3.01
H -2.37 1.73 2.58
H -1.58 3.28 3.01
H -2.70 2.50 4.17
C -1.96 -5.95 -0.08
N -1.54 -5.02 1.01
O -0.70 -5.42 1.80
O -2.05 -3.93 1.03
H -1.41 -6.88 0.03
H -3.03 -6.10 0.02
H -1.72 -5.47 -1.02
C -0.41 -5.15 4.93
N 0.01 -4.22 6.01
O 0.84 -4.62 6.81
O -0.51 -3.13 6.02
H 0.13 -6.08 5.04
H -1.48 -5.30 5.03
H -0.18 -4.68 3.98
C -4.01 6.62 6.02
N -2.61 6.85 6.47
O -2.44 7.18 7.62
O -1.74 6.68 5.64
H -4.68 6.80 6.86
H -4.21 7.30 5.20
H -4.08 5.59 5.69
C 4.40 1.64 -7.48
N 5.17 1.91 -8.73
O 6.26 1.39 -8.84
O 4.66 2.64 -9.55
H 4.98 0.99 -6.85
H 4.22 2.60 -6.99
H 3.46 1.18 -7.77
C 7.67 -1.15 -4.61
N 7.29 -1.74 -3.29
O 6.21 -2.30 -3.22
O 8.09 -1.63 -2.39
H 6.86 -1.33 -5.31
H 7.83 -0.09 -4.45
H 8.59 -1.63 -4.93
C -0.15 3.73 7.93
N -1.55 3.37 7.57
O -1.72 2.44 6.82
O -2.43 4.06 8.05
H 0.52 3.04 7.43
H 0.02 4.75 7.60
H -0.07 3.65 9.01
C -8.62 -1.32 -3.05
N -7.25 -0.98 -2.56
O -7.14 -0.54 -1.44
O -6.33 -1.19 -3.33
H -9.32 -1.09 -2.26
H -8.80 -0.71 -3.93
H -8.63 -2.37 -3.29

Computed properties:
max |F|: 2.18 eV/Å
multiplicity: 1
E_tot: -82209.848 eV
E_LUMO: -0.33 eV
HOMO level: -8.9 eV

(3)
A molecular structure, C26H26IrN4O2S in a non-equilibrium geometry, computed with ωB97M-V/def2-TZVPD.

CARTESIAN COORDINATES (ANGSTROEM)
N 2.06 4.13 -1.19
C 1.53 5.16 -1.16
C 0.97 6.50 -1.12
H -0.13 6.46 -1.22
H 1.39 7.10 -1.94
H 1.22 6.97 -0.16
N 4.32 -3.91 -0.52
C 5.07 -3.81 -1.40
C 6.00 -3.63 -2.51
H 5.78 -2.69 -3.04
H 5.93 -4.49 -3.20
H 7.03 -3.57 -2.14
N -4.08 -0.69 -0.40
C -4.33 -1.74 -0.82
C -4.62 -3.07 -1.34
H -4.13 -3.83 -0.70
H -4.24 -3.16 -2.37
H -5.70 -3.25 -1.34
Ir 0.73 -0.66 -1.75
C 0.39 -2.25 -0.76
O 0.12 -3.17 -0.10
C 2.38 -0.33 -0.77
O 3.36 -0.15 -0.18
C 1.15 0.92 -3.38
C -0.22 1.03 -3.11
C -1.03 -0.11 -3.19
C -0.47 -1.35 -3.49
C 0.92 -1.48 -3.72
C 1.69 -0.31 -3.77
H 1.79 1.80 -3.25
H -0.64 1.99 -2.81
H -2.09 -0.04 -2.94
H -1.08 -2.26 -3.49
H 1.36 -2.45 -3.90
H 2.75 -0.38 -4.01
N -0.30 0.38 -0.16
S 0.28 0.71 1.33
C -0.88 1.84 2.15
C -0.31 2.76 3.04
C -1.12 3.58 3.82
C -2.51 3.50 3.69
C -3.09 2.59 2.79
C -2.27 1.76 2.01
C -0.05 -0.76 2.33
C -1.29 -1.38 2.31
C -1.55 -2.42 3.22
C -0.56 -2.86 4.10
C 0.70 -2.25 4.08
C 0.96 -1.20 3.20
H -1.29 0.61 -0.25
H 0.78 2.80 3.11
H -0.67 4.29 4.51
H -3.15 4.13 4.30
H -4.17 2.52 2.70
H -2.72 1.05 1.32
H -2.05 -1.06 1.61
H -2.54 -2.88 3.23
H -0.76 -3.67 4.80
H 1.49 -2.60 4.75
H 1.93 -0.70 3.17

Computed properties:
max |F|: 7.20 eV/Å
multiplicity: 6
E_tot: -51061.105 eV
E_LUMO (alpha / beta): -12.98 / -16.77 eV
HOMO level (alpha / beta): -17.5 / -19.4 eV
net charge: +4

(4)
8 unconnected molecules or ions with the total composition C11H31F9N3O10PS in a non-equilibrium geometry, computed with ωB97M-V/def2-TZVPD.

CARTESIAN COORDINATES (ANGSTROEM)
N -3.96 -2.66 -1.43
H -4.53 -1.85 -1.64
H -3.95 -2.78 -0.43
H -3.02 -2.52 -1.77
H -4.34 -3.47 -1.89
N -0.93 -4.47 0.45
H -0.30 -4.20 1.19
H -0.70 -5.37 0.07
H -0.80 -3.80 -0.30
H -1.89 -4.42 0.74
N -0.34 -0.72 -0.08
H 0.10 -1.24 0.66
H -1.15 -0.32 0.37
H -0.65 -1.48 -0.68
H 0.27 0.00 -0.43
C -0.66 -2.56 -2.86
O -1.21 -2.67 -1.60
H -1.39 -2.40 -3.65
H 0.00 -1.69 -2.95
H -0.19 -3.49 -3.17
C 1.07 -2.07 2.69
O 1.44 -2.27 1.30
O 0.08 -3.03 2.95
C 2.22 -2.06 3.78
F 1.69 -2.00 5.02
F 2.99 -3.09 3.78
F 3.06 -1.01 3.68
C 2.74 -1.75 0.92
C 2.98 -2.14 -0.48
H 2.90 -3.23 -0.55
H 2.23 -1.64 -1.09
H 3.90 -1.72 -0.88
H 3.51 -2.22 1.53
H 2.85 -0.68 1.06
H 0.60 -1.09 2.68
P -3.17 0.55 1.69
F -3.78 -0.59 0.71
F -2.31 1.05 0.40
F -4.43 1.48 1.32
F -2.55 1.65 2.70
F -4.08 -0.09 2.89
F -1.89 -0.46 1.97
C 2.88 4.55 -0.62
C 2.39 4.13 0.84
C 0.97 4.43 1.11
O 0.31 3.17 1.28
C 1.29 2.20 1.36
O 1.08 1.05 1.72
O 2.50 2.75 1.14
H 2.06 4.31 -1.29
H 3.75 4.16 -1.14
H 3.00 5.63 -0.52
H 3.00 4.62 1.59
H 0.43 5.00 0.36
H 0.98 5.10 1.97
C -1.12 3.44 -1.93
C -1.75 2.26 -2.62
O -0.81 1.25 -2.47
S 0.75 1.87 -2.56
O 1.25 1.82 -3.92
O 1.51 1.23 -1.45
O 0.23 3.36 -2.29
H -1.27 3.40 -0.85
H -1.43 4.40 -2.34
H -1.67 2.48 -3.69
H -2.74 1.93 -2.31

Computed properties:
max |F|: 4.35 eV/Å
ΔE to the lowest compared entry with this formula, charge and spin: 53.3 kcal/mol
multiplicity: 1
E_tot: -81438.963 eV
E_LUMO: -1.00 eV
HOMO level: -6.7 eV

(5)
A molecular structure, C45H47BN13O3Tc, computed with ωB97M-V/def2-TZVPD.

CARTESIAN COORDINATES (ANGSTROEM)
Tc -0.63 0.14 0.05
C -1.53 -4.05 -0.18
C -0.82 -2.95 0.30
N -1.39 -1.81 -0.09
N -2.46 -2.15 -0.84
C -2.56 -3.49 -0.91
B -3.26 -1.01 -1.54
N -2.41 -0.31 -2.54
C -1.40 0.48 -4.21
C -0.80 1.80 -3.86
C -0.45 2.09 -2.59
N -0.26 1.13 -1.63
N -3.72 0.03 -0.50
C -4.93 0.59 -0.28
C -4.74 1.73 0.47
C -3.35 1.79 0.66
N -2.74 0.77 0.08
N -4.52 -1.58 -2.30
C -5.62 -2.18 -1.82
C -6.60 -2.23 -2.80
C -6.03 -1.61 -3.90
N -4.79 -1.21 -3.58
H -1.34 -5.09 -0.01
H 0.07 -2.93 0.92
H -3.36 -3.97 -1.46
H -1.18 0.17 -5.23
H -0.77 2.56 -4.62
H -0.23 3.10 -2.26
H -5.84 0.17 -0.67
H -5.49 2.41 0.83
H -2.79 2.54 1.18
H -5.64 -2.53 -0.80
H -7.58 -2.65 -2.73
H -6.44 -1.42 -4.88
C -3.70 1.63 -3.53
C -2.91 0.36 -3.74
C -3.75 -0.66 -4.50
C -3.03 -1.88 -5.04
C -1.90 -2.45 -4.59
C -1.00 -1.98 -3.58
C 0.01 -2.95 -3.14
C -1.12 -0.61 -3.06
N -0.13 -0.21 -2.06
C 1.28 -0.48 -2.27
O 1.74 -0.59 -3.37
C 2.03 -0.63 -0.98
C 3.38 -0.91 -0.91
C 3.97 -0.96 0.35
C 3.21 -0.70 1.48
C 1.86 -0.43 1.32
N 1.30 -0.43 0.12
C 0.92 -0.03 2.44
O 1.32 0.04 3.57
N -0.40 0.20 2.01
C -1.36 0.35 3.09
C -1.77 1.61 3.53
C -1.18 2.90 3.03
C -2.74 1.69 4.53
C -3.27 0.56 5.11
C -2.82 -0.69 4.70
C -1.86 -0.81 3.70
C -1.40 -2.19 3.31
H -3.75 2.21 -4.46
H -3.23 2.25 -2.77
H -4.72 1.41 -3.21
H -4.31 -0.18 -5.30
H -3.56 -2.41 -5.83
H -1.65 -3.41 -5.03
H -0.32 -3.97 -3.33
H 0.26 -2.83 -2.08
H 0.94 -2.79 -3.71
H 3.95 -1.09 -1.82
H 5.03 -1.18 0.44
H 3.63 -0.68 2.48
H -0.78 2.83 2.02
H -0.38 3.23 3.70
H -1.93 3.70 3.05
H -3.06 2.67 4.87
H -4.02 0.64 5.89
H -3.20 -1.58 5.18
H -1.60 -2.89 4.13
H -0.33 -2.23 3.11
H -1.93 -2.55 2.43
C 3.03 2.44 5.14
C 3.76 3.40 4.22
N 3.03 4.65 4.00
C 2.84 5.54 5.16
C 1.41 5.55 5.67
C 2.64 5.12 2.80
O 2.17 6.24 2.63
C 2.72 4.23 1.59
C 3.36 4.65 0.44
C 3.22 3.90 -0.72
C 2.37 2.81 -0.70
N 1.72 2.40 0.39
C 1.94 3.08 1.52
H 3.63 1.54 5.28
H 2.07 2.14 4.73
H 2.86 2.89 6.12
H 3.93 2.94 3.25
H 4.74 3.64 4.63
H 3.14 6.54 4.86
H 3.53 5.20 5.94
H 0.74 5.87 4.87
H 1.31 6.24 6.50
H 1.10 4.56 6.01
H 3.96 5.55 0.45
H 3.72 4.18 -1.63
H 2.18 2.25 -1.61
H 1.48 2.69 2.42

Computed properties:
max |F|: 0.88 eV/Å
multiplicity: 1
E_tot: -75804.060 eV
E_LUMO (alpha / beta): -8.27 / -8.28 eV
HOMO level (alpha / beta): -12.1 / -12.1 eV
net charge: +2

(6)
A single C3H3FOS molecule in a non-equilibrium geometry, computed with ωB97M-V/def2-TZVPD.

CARTESIAN COORDINATES (ANGSTROEM)
C 0.55 0.18 0.62
C -0.50 0.45 -0.41
C -0.10 -0.64 1.71
H 0.89 1.10 1.12
H -1.49 0.75 0.02
H 0.52 -1.44 2.16
O -1.20 -0.35 2.12
F 1.65 -0.39 0.09
S -0.31 0.37 -2.03

Computed properties:
max |F|: 1.74 eV/Å
ΔE to the lowest compared entry with this formula, charge and spin: 19.4 kcal/mol
multiplicity: 1
E_tot: -18758.200 eV
E_LUMO: -0.67 eV
HOMO level: -9.1 eV

(7)
A molecular structure, C42H69CdN2OPS in a non-equilibrium geometry, computed with ωB97M-V/def2-TZVPD.

CARTESIAN COORDINATES (ANGSTROEM)
Cd 0.72 1.02 -0.11
C 2.36 2.20 2.01
C 1.85 1.94 3.26
C 0.50 2.41 3.32
C 0.17 2.96 2.11
C 1.32 2.84 1.21
C 1.68 4.02 0.34
C -1.07 3.72 1.74
C -0.36 2.27 4.53
C 2.54 1.27 4.41
C 3.76 2.02 1.50
H 0.82 4.39 -0.22
H 2.48 3.80 -0.38
H 2.04 4.83 0.98
H -1.34 3.54 0.69
H -0.91 4.79 1.86
H -1.90 3.43 2.37
H -0.76 1.26 4.62
H -1.19 2.97 4.51
H 0.22 2.47 5.43
H 2.05 0.34 4.68
H 2.53 1.92 5.29
H 3.58 1.06 4.17
H 3.75 1.74 0.44
H 4.30 1.26 2.05
H 4.32 2.96 1.59
N -0.05 3.08 -2.44
C 1.16 2.94 -3.11
C 1.90 4.07 -3.45
C 3.12 3.95 -4.09
C 3.62 2.70 -4.40
C 2.88 1.58 -4.09
C 1.65 1.67 -3.46
C 0.84 0.43 -3.29
C 0.58 -0.31 -4.44
C -0.16 -1.48 -4.39
C -0.65 -1.91 -3.17
C -0.38 -1.18 -2.02
C 0.35 0.01 -2.05
H -0.69 2.30 -2.54
H -0.49 3.98 -2.57
H 1.50 5.04 -3.21
H 3.67 4.85 -4.35
H 4.58 2.60 -4.89
H 3.26 0.60 -4.34
H 0.96 0.04 -5.39
H -0.36 -2.04 -5.29
H -1.24 -2.82 -3.12
H -0.75 -1.55 -1.08
C -0.51 -1.62 4.97
C -0.71 -2.97 4.30
C -1.22 -2.83 2.88
S -0.06 -2.24 1.54
O 0.20 -0.80 1.76
C 1.45 -3.20 2.04
C 2.40 -2.46 2.98
C 3.33 -1.53 2.22
H -0.03 -1.74 5.94
H -1.47 -1.13 5.13
H 0.10 -0.97 4.36
H -1.44 -3.56 4.87
H 0.23 -3.53 4.31
H -2.05 -2.13 2.85
H -1.57 -3.79 2.48
H 1.94 -3.41 1.10
H 1.07 -4.13 2.46
H 2.99 -3.20 3.53
H 1.85 -1.87 3.71
H 3.96 -2.09 1.53
H 3.97 -1.00 2.92
H 2.76 -0.80 1.65
C 4.37 -3.79 -2.72
C 3.11 -3.91 -1.86
C 3.36 -4.92 -0.73
C 1.90 -4.33 -2.71
C 2.81 -2.60 -1.31
N 2.57 -1.56 -0.89
H 4.62 -4.76 -3.14
H 5.21 -3.44 -2.13
H 4.21 -3.09 -3.54
H 3.74 -5.85 -1.15
H 2.44 -5.15 -0.19
H 4.09 -4.55 -0.02
H 2.08 -5.32 -3.14
H 1.73 -3.62 -3.51
H 1.00 -4.37 -2.09
C -3.34 1.28 -3.45
C -3.90 1.66 -2.08
C -3.72 3.15 -1.81
P -2.99 0.63 -0.78
C -3.73 -1.07 -1.19
C -5.20 -1.19 -1.58
C -3.40 -2.06 -0.07
C -3.80 1.26 0.80
C -5.31 1.14 0.96
C -3.08 0.67 2.01
H -3.70 1.97 -4.22
H -3.63 0.27 -3.74
H -2.25 1.32 -3.45
H -4.97 1.43 -2.06
H -2.68 3.38 -1.57
H -4.33 3.47 -0.97
H -4.01 3.73 -2.68
H -3.13 -1.35 -2.06
H -5.86 -0.88 -0.78
H -5.42 -2.24 -1.80
H -5.44 -0.62 -2.47
H -4.15 -1.99 0.72
H -2.42 -1.84 0.35
H -3.40 -3.08 -0.45
H -3.54 2.32 0.77
H -5.61 0.11 1.16
H -5.84 1.48 0.07
H -5.64 1.74 1.80
H -3.38 -0.36 2.18
H -3.32 1.24 2.91
H -1.99 0.70 1.87

Computed properties:
max |F|: 2.09 eV/Å
multiplicity: 1
E_tot: -74389.264 eV
E_LUMO: 0.27 eV
HOMO level: -6.5 eV

(8)
A single C6H8BrNO molecule in a non-equilibrium geometry, computed with ωB97M-V/def2-TZVPD.

CARTESIAN COORDINATES (ANGSTROEM)
C -1.76 1.73 0.02
C -1.80 0.36 0.18
C -0.29 -0.49 0.04
C 0.88 0.41 0.22
C 0.60 1.81 -0.43
C 0.87 -2.51 0.03
N -0.63 2.44 -0.07
O -0.31 -1.74 -0.10
Br -3.40 -0.78 0.19
H -2.62 2.21 0.42
H 1.13 0.61 1.20
H 1.79 0.07 -0.14
H 1.37 2.50 -0.12
H 0.74 1.80 -1.57
H 1.70 -2.02 -0.25
H 0.78 -3.49 -0.56
H 0.93 -2.90 0.94

Computed properties:
max |F|: 8.52 eV/Å
ΔE to the lowest compared entry with this formula, charge and spin: 73.8 kcal/mol
multiplicity: 1
E_tot: -79926.931 eV
E_LUMO: 0.05 eV
HOMO level: -7.2 eV